(1)
# C21H38BN4O12PS

4 unconnected molecules or ions with the total composition C21H38BN4O12PS at a distorted geometry (ωB97M-V with the def2-TZVPD basis set, the Open Molecules 2025 dataset).

ORCA input file:
```
! RIJCOSX wB97M-V def2-TZVPD def2/J DEFGRID3
* xyz 0 1
H 8.6334 -4.1567 -0.8185
H -8.7360 2.5071 2.4262
O 2.5887 -0.1356 -4.6860
H 9.1405 -5.0119 0.6453
B 1.9092 -0.0001 -3.4826
H 8.1046 -3.2007 2.0457
C 2.0977 0.6512 3.4552
H -5.3379 3.5752 3.7299
H 4.4361 -2.5842 -0.8111
H 2.6435 -2.5804 -0.5130
H -5.2659 0.2858 0.2749
O 1.9596 4.7791 -3.5300
H -3.1097 0.2936 -3.3805
N 2.7136 0.5037 2.5149
C 0.6681 2.1374 -2.7073
C 0.5179 -0.4371 5.0065
H 3.1077 1.7514 -1.2952
O -0.4337 2.8012 -3.1745
H 7.5674 -2.3845 0.5866
N 1.7507 3.8036 -4.0982
C 1.2900 0.8426 4.6710
C 8.8994 -4.0302 0.2322
C 0.5066 0.7735 -3.4442
H 3.2655 0.5550 -4.6812
C -6.1175 3.2946 3.0211
H 6.6719 -5.1737 1.4967
C -0.4450 -0.8549 3.8998
H -6.1535 1.9177 -0.9433
O -1.8778 2.4917 -4.8719
H -7.3545 2.3812 4.5232
C 7.7744 -3.3660 1.0185
H -0.0438 -0.2783 5.9292
H 1.2208 -1.2514 5.1953
H 5.7196 -3.6926 1.6239
O -6.7311 1.1345 -0.9409
O 2.5485 1.8545 -0.5113
C -6.9252 2.1085 3.5568
O -1.5259 0.3445 -2.0627
O 1.9299 2.6354 -3.2532
C -4.9789 -0.3157 -1.7510
S 0.6707 4.0227 -0.2999
H -0.9940 -1.7507 4.1909
O 2.3667 -0.4460 -2.2830
O -3.7067 0.2411 -1.4472
C 5.9842 -4.4045 -0.3261
N -5.0093 2.6712 0.7504
H -0.0597 -1.1201 -2.4656
H 0.6016 1.6733 4.5082
H 3.5391 -1.0881 -0.3264
C -8.0449 1.6823 2.6121
P 1.0157 2.1982 -0.8729
H -7.6533 1.3417 1.6511
C -2.7886 -0.1525 -2.4198
H -2.7903 -1.2559 -2.4881
O 0.0836 1.2150 -0.0162
H -6.2600 1.2594 3.7299
H -6.7630 4.1606 2.8695
H -5.4011 0.1175 -2.6651
H -8.6121 0.8567 3.0435
C -5.4870 2.9424 1.7407
H -1.1713 -0.0658 3.6924
H 2.6360 -2.4597 -2.8154
H 1.9542 1.1117 5.4924
C -0.5487 -0.2406 -2.9086
C 3.1823 -1.6367 -2.3518
O -0.0403 1.2383 -4.6695
H 9.8008 -3.4179 0.2677
C 3.5068 -2.0259 -0.8897
H 0.3372 1.3000 0.9142
H -4.8830 -1.4098 -1.8324
C -0.9302 2.2170 -4.3410
H 0.0846 -1.0854 2.9735
C -5.9178 0.0386 -0.5666
N 5.6036 -4.5621 -1.3817
C 6.4892 -4.1998 1.0405
H -6.4850 -0.8655 -0.3397
H 4.1248 -1.4468 -2.8675
H -1.0635 -0.6230 -3.7992
*
```

Calculated values
Strongest force on any atom ... 7.228 eV/Å
HOMO-LUMO gap ... 7.681 eV
Energy ... -2709.2388 hartree

---

(2)
# C17H25O5SSeV

A molecular structure, C17H25O5SSeV at a distorted geometry (ωB97M-V with the def2-TZVPD basis set, the Open Molecules 2025 dataset).

ORCA input file:
```
! RIJCOSX wB97M-V def2-TZVPD def2/J DEFGRID3
* xyz 1 2
C -1.9379 -0.2875 1.9677
H 0.4754 -3.9554 -1.8286
H -0.3216 0.0843 3.3433
C 0.6628 4.5530 -1.2817
C -2.6332 -2.0915 0.4261
O -0.4977 -2.8482 -0.4052
H 0.0207 7.5432 0.1684
H -1.0642 -1.5241 3.5645
H -3.3980 -2.2584 1.1861
H 0.0913 -2.3894 -3.6521
C -0.4121 -3.3249 -1.7557
H 1.8720 -0.2579 2.6093
C -0.5362 3.9156 -0.9946
C 2.6027 -1.8720 -1.0581
C 0.8606 5.8590 -0.8589
O 0.4991 -1.0969 -2.0736
H 2.1618 -2.9784 1.2290
H 3.6880 -1.8176 -1.1744
H -2.0730 -4.1540 0.0313
O 2.1947 -1.2097 0.1422
C -1.6274 -3.2314 0.4021
H 3.5096 -1.8770 1.6150
H 1.7949 6.3590 -1.0783
H -1.2829 -3.9273 -2.0140
H 2.2529 -0.1137 -2.2420
H -1.2331 -3.4120 1.4017
H -2.4668 4.0672 -0.0739
C -0.7512 -0.7774 2.8316
Se -0.8197 2.0921 -1.5474
H -2.1135 6.4006 0.6674
C 2.4495 -1.9292 1.3624
C 1.9309 -1.1544 -2.2200
H 1.4364 4.0303 -1.8286
H 2.1910 -1.6371 -3.1633
H -1.2828 -1.6538 -2.8027
C 1.6063 -1.3045 2.4540
C -1.3344 5.8831 0.1231
H 2.3121 -2.9272 -1.0142
H 1.7094 -1.8880 3.3707
O -1.9609 -0.8504 0.6439
H -2.8690 -0.5203 2.4870
O 0.2442 -1.3665 1.9783
C -1.5359 4.5741 -0.2925
C -0.1365 6.5237 -0.1583
H -1.8614 0.7849 1.8094
C -0.3022 -2.1123 -2.6731
V 0.0983 -0.7784 0.0051
S 0.8516 1.7420 1.1179
C 0.0565 1.1163 -0.2004
H -3.1217 -2.0016 -0.5460
*
```

Calculated values
<S²> ... 0.9803
Strongest force on any atom ... 1.469 eV/Å
HOMO-LUMO gap (spin up / spin down) ... 7.432 / 6.117 eV
Energy ... -4782.2882 hartree

---

(3)
# C3H7N4S

2 unconnected molecules or ions with the total composition C3H7N4S at a distorted geometry (ωB97M-V with the def2-TZVPD basis set, the Open Molecules 2025 dataset).

ORCA input file:
```
! RIJCOSX wB97M-V def2-TZVPD def2/J DEFGRID3
* xyz 1 1
C 0.6920 1.4617 -2.1507
N 1.7970 -0.9198 -3.6543
H -0.0226 1.2309 -3.0373
N 0.4642 -1.2298 0.5398
N 0.7670 -1.5443 1.6818
N 2.6606 -1.2419 -4.2659
H 1.5223 0.7572 -2.3525
H -1.2037 -2.0181 2.3246
C -0.1768 -2.2302 2.5296
H 0.5504 -1.0675 -1.5501
C 0.4727 -0.5518 -0.5247
H -0.0029 -1.9488 3.4982
H 0.0636 -3.2889 2.4747
S 0.1005 1.1446 -0.4994
H 1.0713 2.4234 -2.1693
*
```

Calculated values
ΔE to the lowest compared entry with this formula, charge and spin ... 39.43 kcal/mol
Strongest force on any atom ... 3.794 eV/Å
HOMO-LUMO gap ... 8.133 eV
Energy ... -735.3889 hartree